[1]
10
Properties=species:S:1:pos:R:3:lowdin_charge:R:1 method="wB97M-V/def2-TZVPD" smiles="NC(=O)/C(F)=C/F" e_lumo_ev=0.52 charge=0 e_tot_ha=-445.8222 spin_multiplicity=1 de_lowest_ev=0.1450 homo_energy_ev=-10.2269 homo_lumo_gap_ev=10.745
N 1.401 0.012 -1.688 0.1695
C -0.691 -0.026 1.219 0.0144
H 0.696 -0.187 -2.373 0.0961
O 2.017 0.283 0.513 0.0330
C -0.344 -0.003 -0.077 -0.2298
F -2.028 -0.107 1.588 0.0049
H 2.346 -0.089 -1.991 0.1043
H -0.029 0.034 2.097 0.1435
F -1.249 -0.147 -1.019 0.1168
C 1.124 0.060 -0.332 -0.4527


[2]
75
Properties=species:S:1:pos:R:3:lowdin_charge:R:1 method="wB97M-V/def2-TZVPD" e_lumo_ev=2.44 charge=-1 e_tot_ha=-3183.0954 spin_multiplicity=1 de_lowest_ev=2.0908 homo_energy_ev=-4.7213 homo_lumo_gap_ev=7.158
N -0.876 -0.129 4.286 -0.0345
H -0.016 5.798 1.050 0.0896
H 3.324 -2.987 -1.381 0.0889
H -2.473 4.487 2.490 0.0837
O -2.426 -2.257 3.215 -0.0761
C 2.289 -2.631 -1.486 -0.0659
C 1.994 2.007 -3.760 -0.0424
H -2.023 2.788 2.861 0.0724
N -0.471 4.044 2.145 -0.1823
H -0.940 -1.863 -1.842 0.0267
H 3.340 -4.031 -4.024 0.0779
C 2.285 -3.753 -4.143 -0.1226
H -1.271 2.533 -0.446 0.0007
Cl 4.680 3.079 -1.201 -0.4309
C -1.138 -5.595 2.912 -0.0513
Cd 3.571 1.465 0.118 0.9129
C -2.021 -4.003 1.157 -0.0638
O 2.513 0.273 -1.262 -0.4542
H -1.045 1.680 -1.962 0.0181
H 0.093 -0.797 -4.166 0.0941
H -1.567 -0.361 -2.589 0.0011
H 1.717 -4.376 -3.445 0.0589
H 3.388 -0.035 -2.910 0.1287
C 0.446 2.274 -5.621 -0.1201
H -1.021 6.023 2.538 0.0796
H -1.143 -3.634 0.611 0.0486
Cl -0.145 -1.228 0.968 0.4249
H -2.482 1.390 1.586 -0.0117
H 1.654 1.654 4.829 0.0714
N 0.455 0.037 4.199 0.0275
H -3.134 -0.285 1.493 0.0176
N -1.697 -4.305 2.544 -0.1897
C -0.719 1.714 -0.920 -0.1749
H 0.347 1.961 -0.910 0.0193
H -1.477 -5.835 3.929 0.0875
Cl 3.081 0.623 2.295 -0.3245
H -0.635 2.644 5.992 0.0750
H -1.366 -0.887 3.804 0.0667
C -0.179 5.475 2.092 -0.0611
H 1.848 3.797 -4.948 0.0941
O 0.315 1.921 1.739 -0.1025
H -1.103 -3.360 4.345 0.1561
H -0.036 -5.591 2.880 0.0951
Si -1.316 0.071 -0.118 0.1720
H -1.552 -6.312 2.199 0.0829
H 2.011 -2.185 -0.530 0.0257
C -0.089 1.019 -5.328 -0.1034
H 0.009 2.883 -6.409 0.0861
C 1.555 0.687 -3.561 -0.1479
C -1.521 0.839 5.015 -0.1289
C 0.515 3.118 1.975 -0.3278
H 0.754 5.648 2.644 0.0840
H 1.532 3.568 2.057 0.1316
H 1.642 -3.512 -1.634 0.0628
H 2.819 2.364 -3.112 0.0523
C -1.624 -0.993 -1.687 -0.2133
C 1.467 2.783 -4.805 -0.0921
H -2.798 -3.241 1.116 0.0838
H -0.911 0.604 -5.909 0.0911
C -1.871 3.628 2.165 -0.0547
H -3.502 0.947 0.205 0.0438
C 2.363 -0.195 -2.549 -0.4112
H -2.391 -4.896 0.666 0.0794
C -2.757 0.563 0.918 -0.2021
H 1.983 -4.020 -5.158 0.0622
C -0.525 1.740 5.403 -0.1066
H 2.043 -1.685 -4.786 0.0953
H -2.597 0.790 5.214 0.1065
C 2.131 -2.299 -3.900 -0.1602
C 0.675 1.204 4.835 -0.2063
C -1.742 -3.289 3.428 -0.2983
C 2.159 -1.725 -2.682 -0.2171
H -2.215 3.297 1.170 0.0657
C 0.499 0.204 -4.348 -0.0843
H -2.677 -1.330 -1.556 0.0205


[3]
18
Properties=species:S:1:pos:R:3:lowdin_charge:R:1 method="wB97M-V/def2-TZVPD" smiles="CC(=O)O.CCN" e_lumo_ev=0.75 charge=0 e_tot_ha=-364.2440 spin_multiplicity=1 de_lowest_ev=0.6587 homo_energy_ev=-9.2949 homo_lumo_gap_ev=10.043
H -2.713 -1.672 1.539 0.0877
H -1.607 -3.103 1.228 0.1046
H 2.295 0.775 1.055 0.0916
O -2.341 -0.854 -0.861 0.0724
H 0.431 1.231 -1.460 0.1139
C -1.553 -1.563 -0.263 -0.5829
N 0.543 2.647 0.166 -0.0227
C 2.080 0.732 -0.069 -0.1210
C -1.740 -1.989 1.158 0.0019
O -0.468 -2.134 -0.891 0.0609
H 2.771 1.462 -0.567 0.0692
H -0.917 -1.492 1.741 0.1029
H 2.283 -0.273 -0.475 0.0603
H -0.495 -1.789 -1.810 0.1304
H -0.379 3.002 0.028 0.0470
H -0.079 0.619 0.181 0.0755
C 0.646 1.247 -0.347 -0.3453
H 1.243 3.157 -0.355 0.0535


[4]
16
Properties=species:S:1:pos:R:3:lowdin_charge:R:1 method="wB97M-V/def2-TZVPD" e_lumo_ev=3.52 charge=-1 e_tot_ha=-1029.3783 spin_multiplicity=1 de_lowest_ev=1.8520 homo_energy_ev=-2.2900 homo_lumo_gap_ev=5.806
S -2.789 -2.026 -0.498 0.1164
H 0.008 -0.736 0.381 0.0754
C -0.047 1.949 -0.273 -0.0405
H -1.004 1.546 -0.399 -0.0452
C 0.908 -0.334 -0.241 -0.2593
H -2.483 -2.071 -1.834 -0.2583
H 1.950 1.490 0.085 0.0893
S -2.614 -0.045 0.206 0.2016
H 2.937 -0.572 0.694 0.0557
H 1.483 -0.587 1.756 0.0636
C 1.909 -0.896 0.825 -0.1336
O -3.817 0.897 0.070 -0.8431
H -0.033 2.996 -0.068 0.0541
H 0.852 -0.846 -1.250 0.1204
H 1.803 -1.940 0.724 0.0450
C 0.937 1.174 -0.178 -0.2416